No. 1
DFT (the ωB97M-V functional and the def2-TZVPD basis) results for a structure of composition C14H20Cl3NO3Sn in a non-equilibrium geometry.

Geometry as XYZ:
```
42
Properties=species:S:1:pos:R:3:nbo_charge:R:1
H -2.246 -3.156 -1.710 0.19
C 1.458 1.205 -1.869 -0.65
H -2.200 2.353 -1.894 0.19
O 2.379 -0.649 2.157 -0.60
H -0.664 2.790 -2.688 0.19
H 2.397 0.765 -2.230 0.18
O 0.656 1.788 0.634 -1.08
H 2.042 -1.409 -0.740 0.20
O -0.154 2.249 4.625 -0.60
C -0.939 -1.599 -2.335 -0.12
H 1.557 1.378 -0.784 0.24
H -2.021 2.169 -3.652 0.18
C 0.329 0.314 -2.142 -0.15
H -1.646 -3.326 -3.370 0.17
C 1.543 -1.874 -1.607 -0.62
Cl -2.980 -0.493 4.908 -0.98
H -3.320 -0.701 -4.092 0.17
H 2.277 -1.928 -2.431 0.17
H 1.267 -2.899 -1.329 0.19
N 0.779 0.470 3.365 -0.74
C 2.042 -0.070 3.176 0.68
C -1.492 2.071 -2.691 -0.64
Sn -0.471 0.371 1.508 2.08
Cl -2.795 1.244 0.878 -0.48
Cl -0.604 -1.736 1.158 -0.38
H 2.441 2.011 5.611 0.23
H -3.711 0.376 -2.737 0.20
H -0.566 -3.661 -1.998 0.19
C 1.963 1.079 5.289 -0.50
C -3.195 -0.553 -3.008 -0.61
H 1.318 2.177 -2.359 0.18
C -1.775 -0.487 -2.627 -0.17
C -0.999 0.698 -2.502 -0.08
H 3.166 -0.702 4.885 0.23
C 2.865 0.235 4.401 -0.51
H -0.191 2.397 0.362 0.50
C -1.367 -3.007 -2.354 -0.62
H 1.662 0.505 6.176 0.24
H 3.771 0.778 4.102 0.23
H -3.695 -1.389 -2.503 0.19
C 0.359 -1.104 -2.017 -0.15
C 0.760 1.325 4.434 0.67
```

Properties
Kohn-Sham gap in eV: 4.2
LUMO in eV: 3.997
Relative energy (zero: lowest compared OMol25 entry of this formula, charge and spin) in kJ/mol: 0.0
Net charge: -2
2S+1: 1
Strongest force on any atom in eV/Å: 6.57

No. 2
DFT (the ωB97M-V functional and the def2-TZVPD basis) results for a cluster of 5 separate species, C17H25BrNO8S2 in total in a non-equilibrium geometry.

Geometry as XYZ:
```
54
Properties=species:S:1:pos:R:3:nbo_charge:R:1
C -4.618 -4.208 0.563 -0.43
C 3.473 2.785 -3.325 -0.44
O 2.409 4.770 -3.969 -0.47
S 0.817 -0.651 -1.052 0.67
H 1.707 2.222 -2.196 0.22
C -4.694 -2.740 0.920 -0.07
H -4.910 -2.580 1.979 0.19
S 4.493 -0.670 -0.691 0.35
H 2.250 -1.997 2.697 0.19
O 2.423 -2.992 0.894 -0.55
C 1.974 2.599 -3.182 -0.53
H -3.038 -4.832 1.923 0.25
H -5.439 -2.211 0.325 0.21
C -2.483 -3.225 0.644 0.82
H 0.707 -2.394 1.906 0.21
N 1.883 0.471 -0.247 -0.64
H -2.977 4.026 -0.440 0.21
H -4.800 -4.340 -0.507 0.22
H -5.340 -4.820 1.103 0.24
H 2.919 -5.810 2.302 0.26
H 3.520 3.670 -5.315 0.19
C 1.689 -4.098 2.828 -0.43
O -1.295 -3.058 0.516 -0.64
H -0.547 3.221 1.220 0.17
C 3.205 -4.103 1.026 0.80
C -3.172 -4.543 0.879 -0.53
C 1.713 -2.759 2.125 -0.08
C -1.626 3.241 1.034 -0.06
O 3.965 -4.480 0.182 -0.54
H -1.952 2.240 0.743 0.17
C 2.997 -4.727 2.380 -0.53
C -2.013 4.285 0.008 -0.44
H -2.781 -5.312 0.215 0.25
H 1.049 -1.905 -0.476 0.24
C -2.167 5.532 0.860 -0.53
H -1.286 4.389 -0.798 0.24
H 4.466 4.554 -4.101 0.21
Br -1.248 -0.025 -0.604 0.18
C 3.086 0.162 -0.628 0.18
O -3.065 5.568 3.100 -0.54
H 1.567 1.955 -3.965 0.24
H 3.905 3.048 -2.354 0.21
O -2.290 3.629 2.241 -0.50
H 3.828 -4.447 3.031 0.25
H -2.932 6.198 0.465 0.25
O 0.360 4.392 -3.101 -0.56
C 3.562 3.968 -4.264 -0.07
C -2.582 4.959 2.190 0.78
H 3.994 1.900 -3.694 0.22
C 1.459 4.002 -3.381 0.79
H 0.850 -4.695 2.460 0.22
O -3.385 -2.216 0.635 -0.50
H -1.221 6.062 0.981 0.24
H 1.590 -4.013 3.910 0.24
```

Properties
Kohn-Sham gap in eV: 5.8
LUMO in eV: -6.084
Net charge: +1
2S+1: 1
Strongest force on any atom in eV/Å: 4.54

No. 3
DFT (the ωB97M-V functional and the def2-TZVPD basis) results for a structure of composition C3H9NOP2 in a non-equilibrium geometry.

Geometry as XYZ:
```
16
Properties=species:S:1:pos:R:3:nbo_charge:R:1
C 0.859 -1.176 0.457 -0.73
P -2.122 1.783 -0.452 0.24
N 0.647 1.615 0.210 -0.68
H -1.024 -0.843 1.498 0.20
H -2.285 2.895 0.447 -0.01
H -3.154 0.988 0.071 0.01
H 0.798 2.690 -0.051 0.34
O -1.328 -1.150 -0.638 -0.71
P 1.761 -1.239 -1.205 0.25
H 1.489 -0.555 1.100 0.26
H 0.964 -2.202 0.888 0.24
C -0.516 -0.728 0.435 0.10
H -0.786 -1.264 -1.367 0.47
H 2.871 -1.921 -0.593 -0.01
H 2.331 -0.071 -1.035 -0.02
C -0.506 1.179 0.234 0.04
```

Properties
Kohn-Sham gap in eV: 9.2
LUMO in eV: 0.892
Relative energy (zero: lowest compared OMol25 entry of this formula, charge and spin) in kJ/mol: 195.1
2S+1: 1
Strongest force on any atom in eV/Å: 5.11

No. 4
DFT (the ωB97M-V functional and the def2-TZVPD basis) results for a structure of composition C25H50AsF6O20 in a non-equilibrium geometry.

Geometry as XYZ:
```
102
Properties=species:S:1:pos:R:3:lowdin_charge:R:1
C -4.632 -2.210 -1.571 -0.18
O 4.346 -5.549 -2.819 0.10
H -0.501 -7.389 -0.157 0.09
O 0.139 -6.548 2.071 0.07
H -4.787 2.909 -0.264 0.13
H -1.278 -0.180 -6.314 0.07
C 2.609 5.122 3.889 -0.15
H -1.407 0.282 6.542 0.09
O 2.688 6.278 4.736 -0.14
C -1.905 -0.254 5.735 -0.01
H -1.743 -1.309 5.959 0.08
H 1.794 -3.299 -4.097 0.08
C -6.824 4.395 -1.807 -0.50
H -1.129 -3.839 2.023 0.14
H -3.847 3.608 -1.540 0.14
C 1.485 3.582 -5.607 -0.15
H 4.251 -2.914 4.899 0.08
O 2.029 4.557 -6.533 -0.13
H -2.417 -5.039 1.637 0.13
F 1.853 2.817 -0.089 -0.32
H 3.167 7.673 -1.331 0.08
H -4.897 -1.880 -0.566 0.08
H 3.977 -2.619 1.904 0.15
F -0.334 2.176 0.818 -0.32
H 5.511 -1.243 3.897 0.14
C 3.964 8.343 -1.652 -0.14
H -4.257 5.765 -0.958 0.16
C -1.412 -4.892 2.032 -0.09
C 4.175 -4.154 -2.794 -0.09
O 6.772 -2.197 2.652 0.09
O 0.037 -6.836 4.404 0.13
C 6.745 -3.465 2.314 -0.60
H -4.964 -1.492 -2.322 0.07
O -5.932 3.381 -1.848 0.07
H 2.783 -1.836 -4.137 0.09
O 3.838 -5.041 -4.876 0.09
C 4.175 -6.028 -4.020 -0.59
C -5.019 -0.504 4.063 -0.49
H -2.815 1.483 4.302 0.13
C -0.362 -6.327 3.366 -0.49
C -3.432 -0.017 5.667 -0.34
O 7.717 -4.060 1.946 0.15
H -4.211 5.118 1.506 0.09
H 3.017 5.397 2.917 0.07
O -7.913 4.413 -2.372 0.12
F 0.405 1.294 -1.560 -0.32
O -5.839 -1.174 3.375 0.09
O 3.414 9.491 -2.345 -0.15
H -1.405 0.018 4.806 0.09
H -6.027 -3.561 -1.802 0.07
H 1.905 2.585 -5.739 0.08
H 3.226 4.307 4.268 0.08
C -4.810 3.679 -1.035 -0.10
H -0.681 -5.794 -0.963 0.08
O -5.075 -3.497 -1.906 -0.12
H 1.994 6.837 4.379 0.06
H -5.683 4.238 1.338 0.10
H 4.643 7.790 -2.302 0.07
O 5.517 -3.985 2.421 0.11
H -5.639 6.051 1.238 0.09
H 1.573 5.372 -6.311 0.06
O 4.324 -7.181 -4.342 0.14
H -3.555 -2.222 -1.737 0.08
C 4.630 -2.914 2.725 -0.30
H 1.557 4.861 3.768 0.08
H 0.405 3.560 -5.462 0.07
O -1.325 -5.421 3.330 0.09
H 4.826 -3.221 -4.552 0.14
H 2.394 -2.779 -5.589 0.08
H 5.259 -0.945 2.158 0.14
C 3.805 -3.314 3.988 0.00
C -2.329 0.108 -6.297 -0.14
H 4.452 8.808 -0.795 0.07
H -3.991 2.111 5.486 0.14
C 5.494 -1.701 2.908 -0.11
H -3.263 1.583 -7.181 0.06
H -2.921 -0.804 -6.224 0.07
H -2.541 0.686 -5.397 0.07
F 0.018 -0.281 0.331 -0.32
F 2.429 0.262 -0.514 -0.32
O -4.144 -0.992 4.962 0.09
H 2.781 -2.941 3.954 0.08
C -0.408 -5.677 1.193 -0.38
O -6.317 5.354 -0.980 0.06
H 5.033 -3.567 -2.467 0.14
C -3.693 1.240 4.901 -0.08
O -4.768 0.806 4.041 0.06
C -5.155 5.114 0.961 -0.03
H 1.833 3.892 -4.622 0.07
H 4.185 10.045 -2.489 0.06
C 3.928 -3.766 -4.261 -0.30
C -5.005 5.098 -0.530 -0.32
F 1.807 0.994 1.801 -0.34
H 3.753 -4.399 4.072 0.08
H -2.008 -6.411 -0.022 0.07
H 0.387 -4.971 0.955 0.15
H -3.866 0.181 6.647 0.15
As 1.026 1.204 0.131 0.95
H 3.270 -3.907 -2.240 0.13
C 2.681 -2.844 -4.540 -0.01
O -2.640 0.910 -7.464 -0.13
C -0.920 -6.386 -0.079 0.01
```

Properties
Kohn-Sham gap in eV: 10.4
LUMO in eV: 1.717
Relative energy (zero: lowest compared OMol25 entry of this formula, charge and spin) in kJ/mol: 412.3
Net charge: -1
2S+1: 1
Strongest force on any atom in eV/Å: 5.48

No. 5
DFT (the ωB97M-V functional and the def2-TZVPD basis) results for a cluster of 13 separate species, C5H36NO12S in total in a non-equilibrium geometry.

Geometry as XYZ:
```
55
Properties=species:S:1:pos:R:3:nbo_charge:R:1
H 3.532 0.621 0.912 0.22
O -1.641 -3.455 1.320 -0.97
H 3.658 1.298 2.688 0.20
H -2.356 -2.817 1.225 0.49
H -0.995 -2.941 0.812 0.48
H 5.083 -0.714 2.046 0.21
C 3.325 0.468 1.976 -0.43
H -0.541 2.670 -3.279 0.51
O 1.395 -3.539 1.402 -0.96
O -2.043 -0.626 1.070 -0.98
H -4.102 1.482 -1.532 0.50
H 1.531 -0.786 2.054 0.19
H 1.743 -2.842 -1.097 0.46
C 0.940 2.378 1.206 -0.23
H 2.977 0.781 -1.679 0.51
H 1.924 -4.231 1.853 0.49
H -2.901 -0.751 1.483 0.48
C 0.174 3.068 0.123 -0.50
H -0.225 1.205 -3.438 0.49
H 3.813 -1.733 2.335 0.20
H 1.472 0.725 3.100 0.18
H 0.478 -3.837 1.398 0.50
H -1.407 -0.242 1.686 0.50
H 0.355 2.481 2.122 0.16
H 4.323 -0.585 3.672 0.19
H 1.872 2.911 1.439 0.17
H 2.252 -2.731 0.225 0.48
H 0.008 4.150 0.272 0.21
C 4.110 -0.710 2.567 -0.62
H -1.683 1.334 -2.604 0.50
O 3.137 0.167 -2.443 -0.97
H -5.039 -1.018 -0.362 0.47
N 1.037 0.974 1.039 -0.67
O -3.712 1.744 0.525 -0.96
O -1.985 1.244 -1.649 -1.05
O -1.707 -1.900 -1.113 -1.00
H -2.049 -1.032 -0.863 0.49
H -3.036 2.033 -0.090 0.49
H 1.576 -0.650 -2.369 0.52
H -1.079 1.328 -1.291 0.49
H -0.808 2.572 -0.174 0.18
O -4.932 -0.772 0.566 -0.97
H 1.208 0.539 0.139 0.38
S 1.181 2.904 -1.437 -0.78
C 1.798 0.311 2.123 -0.22
H -3.512 0.813 0.682 0.47
O -0.806 1.869 -3.834 -0.97
H -4.901 0.466 -2.253 0.45
O -5.041 1.214 -1.649 -0.96
O 2.620 -2.767 -0.692 -0.97
O 0.668 -0.955 -2.559 -1.02
H -0.861 -1.500 -1.496 0.49
H -4.831 0.178 0.373 0.49
H 3.395 0.711 -3.185 0.48
H 0.604 -1.501 -3.346 0.48
```

Properties
Kohn-Sham gap in eV: 6.6
LUMO in eV: 2.523
Relative energy (zero: lowest compared OMol25 entry of this formula, charge and spin) in kJ/mol: 7.7
Net charge: -1
2S+1: 1
Strongest force on any atom in eV/Å: 2.56

No. 6
DFT (the ωB97M-V functional and the def2-TZVPD basis) results for a cluster of 2 separate species, C5H9NO in total.

Geometry as XYZ:
```
16
Properties=species:S:1:pos:R:3:nbo_charge:R:1
H -1.532 -1.447 0.677 0.23
C -1.556 -1.356 -0.413 -0.62
C -0.560 -0.313 -0.872 -0.27
N 1.304 -1.064 0.622 -0.05
H 1.594 1.830 0.218 0.24
C -0.396 0.959 -0.060 -0.03
O 2.073 -0.421 1.473 -0.47
H 0.379 0.915 1.812 -0.14
C 0.992 1.268 -0.488 -0.46
H -0.569 -0.150 -1.959 0.21
H -2.571 -1.081 -0.723 0.21
H 1.163 1.532 -1.535 0.21
H -1.155 1.506 0.491 0.26
H -1.329 -2.337 -0.841 0.23
C 0.821 -0.237 -0.280 0.16
H 1.342 0.395 1.878 0.28
```

Properties
Kohn-Sham gap (alpha / beta) in eV: 8.0 / 8.0
LUMO (alpha / beta) in eV: -0.794 / -0.795
Relative energy (zero: lowest compared OMol25 entry of this formula, charge and spin) in kJ/mol: 776.8
2S+1: 1
Strongest force on any atom in eV/Å: 0.74

No. 7
DFT (the ωB97M-V functional and the def2-TZVPD basis) results for a cluster of 2 separate species, C7H12N5 in total in a non-equilibrium geometry.

Geometry as XYZ:
```
24
Properties=species:S:1:pos:R:3:nbo_charge:R:1
N 1.014 2.095 0.923 -0.73
N 2.220 -0.610 0.088 -0.44
H -1.404 2.951 0.410 0.42
C 3.356 -0.932 0.858 0.21
H -0.964 -0.389 0.382 0.48
C 4.015 0.082 -0.837 -0.03
H 4.673 0.131 -1.687 0.23
C -2.337 -1.596 -0.330 -0.51
H 3.243 -1.201 1.907 0.23
N -1.209 2.046 0.108 -0.74
H -2.285 -3.378 0.759 0.20
H 1.004 3.070 1.051 0.43
H -1.926 1.609 -0.453 0.43
N -0.036 0.092 0.298 -0.66
H 2.083 0.498 -1.761 0.23
N 4.406 -0.425 0.334 -0.39
C 2.639 0.093 -0.975 -0.14
C -0.052 1.416 0.448 0.69
C -2.015 -2.896 -0.190 -0.29
C 0.945 -0.823 0.470 0.33
H -1.990 -1.034 -1.108 0.18
H -1.237 -3.609 -0.757 0.23
H 1.805 1.619 1.281 0.43
H -2.869 -1.122 0.481 0.21
```

Properties
Kohn-Sham gap in eV: 7.9
LUMO in eV: -4.559
Relative energy (zero: lowest compared OMol25 entry of this formula, charge and spin) in kJ/mol: 341.5
Net charge: +1
2S+1: 1
Strongest force on any atom in eV/Å: 3.60

No. 8
DFT (the ωB97M-V functional and the def2-TZVPD basis) results for a structure of composition C20H21InN3O2S5 in a non-equilibrium geometry.

Geometry as XYZ:
```
52
Properties=species:S:1:pos:R:3:nbo_charge:R:1
C 4.224 13.082 13.753 -0.16
C 6.497 12.606 13.411 -0.41
C 6.542 13.612 12.414 -0.06
H 10.359 14.645 10.519 0.18
C 7.747 13.666 11.496 -0.22
H 4.577 6.066 15.667 0.22
C 9.219 15.032 12.858 -0.43
H 6.948 6.818 10.000 0.23
S 6.004 6.547 13.777 0.30
C 5.662 6.096 15.534 -0.54
C 4.262 14.063 12.826 -0.25
C 5.324 12.316 14.071 -0.26
H 9.902 14.209 13.053 0.20
H 8.545 7.795 6.130 0.20
H 9.897 15.899 12.926 0.20
H 9.614 16.230 10.435 0.19
C 5.419 14.310 12.123 -0.19
C 8.012 8.725 9.910 -0.20
H 3.431 14.603 12.486 0.20
S 6.239 8.691 15.897 0.30
C 8.758 9.507 9.027 0.35
H 8.879 14.914 9.499 0.19
S 11.967 11.183 16.185 -0.14
H 9.106 10.808 10.315 0.51
H 5.227 11.474 14.718 0.20
C 10.595 11.109 15.269 -0.49
H 5.951 5.052 15.625 0.22
O 8.298 10.291 11.609 -0.79
H 8.392 12.799 11.836 0.18
C 6.420 6.987 16.477 -0.53
O 9.345 10.705 9.380 -0.69
H 5.335 15.016 11.319 0.20
H 7.489 6.766 16.473 0.23
H 7.316 6.166 7.770 0.20
C 8.441 7.998 7.197 -0.19
N 6.913 9.005 13.381 -0.36
N 7.026 8.442 12.094 -0.47
C 7.681 7.178 8.112 -0.27
S 10.589 11.465 13.576 -0.19
N 8.484 14.914 11.601 -0.46
C 8.918 9.217 7.673 -0.27
H 7.528 13.435 10.405 0.21
H 8.547 15.119 13.740 0.20
S 8.982 10.584 15.967 -0.29
H 3.330 12.828 14.258 0.19
C 7.769 9.158 11.324 0.61
C 9.401 15.153 10.519 -0.40
C 7.507 7.519 9.427 -0.15
H 6.026 6.986 17.458 0.23
H 9.532 9.855 7.019 0.22
In 8.078 11.138 13.785 1.30
C 6.394 8.196 14.207 -0.06
```

Properties
Kohn-Sham gap in eV: 6.8
LUMO in eV: 2.089
Relative energy (zero: lowest compared OMol25 entry of this formula, charge and spin) in kJ/mol: 40.8
Net charge: -1
2S+1: 1
Strongest force on any atom in eV/Å: 3.20

- Which value of 2S+1 does entry 4 give?
  1